Entry 1:
Density functional theory data (ωB97M-V/def2-TZVPD) for 2 unconnected molecules or ions with the total composition C3H9N3O.

Output
**Total charge**: 0
**Gap between HOMO and LUMO (spin up / spin down)**: 8.26 / 8.26 eV
**Largest force on an atom**: 0.0702 Eh/bohr
**Highest occupied orbital energy (spin up / spin down)**: -7.8 / -7.8 eV

Last column: Löwdin charge in e.
Cartesian coordinates (Å):
N: -0.33778 1.07957 0.00865  0.080
O: -2.17599 1.48008 1.31270  0.072
H: 2.60570 0.25560 -1.04927  0.072
N: 1.89127 0.83501 -0.62450  0.053
H: -0.24708 -1.80876 1.93187  -0.007
H: -2.10971 -1.64312 2.16462  0.001
H: 0.63995 -0.73538 0.14740  0.115
H: 0.58609 -1.24319 -2.05367  0.076
C: -1.27361 0.79114 0.92730  -0.355
N: 0.16513 -0.35723 -1.80713  0.069
C: 0.62191 0.12455 -0.52963  -0.507
H: -0.36999 1.97975 -0.45751  0.155
H: -1.34915 -0.85116 0.63813  -0.029
C: -1.19896 -1.36522 1.64566  0.051
H: 0.33922 0.31899 -2.54187  0.077
H: 2.21299 1.13937 0.28726  0.076

Entry 2:
Density functional theory data (ωB97M-V/def2-TZVPD) for 2 unconnected molecules or ions with the total composition C3H9N3O.

Output
**Total charge**: 0
**Gap between HOMO and LUMO**: 8.32 eV
**Largest force on an atom**: 0.1243 Eh/bohr
**Structure (SMILES)**: N=C(N)N.CC=O
**Highest occupied orbital energy**: -8.3 eV

Last column: Löwdin charge in e.
Cartesian coordinates (Å):
H: -1.01411 -0.32882 -2.09545  0.075
C: 0.27813 1.16864 -0.22569  -0.456
H: 0.60934 -1.67343 1.18736  0.085
H: 2.25544 0.49626 0.25086  0.078
C: -0.62440 -0.72608 -0.11976  -0.597
C: 1.45391 1.06974 0.71693  -0.053
H: 1.11856 0.54926 1.61606  0.066
H: -2.18223 -1.29265 -1.34237  0.090
O: 0.26988 1.47464 -1.41169  0.003
N: -1.22080 -0.98860 -1.35908  0.094
H: -2.11264 0.34197 0.58686  0.078
N: -1.21815 -0.04256 0.88825  0.101
N: 0.25005 -1.76081 0.24887  0.126
H: 0.97711 -1.91664 -0.43530  0.095
H: -0.61225 1.55667 0.49964  0.125
H: 1.77215 2.07240 0.99450  0.090

Entry 3:
Density functional theory data (ωB97M-V/def2-TZVPD) for a molecular structure, C3H9N3O.

Output
**Total charge**: 0
**Gap between HOMO and LUMO (spin up / spin down)**: 7.77 / 7.77 eV
**Largest force on an atom**: 0.0747 Eh/bohr
**Highest occupied orbital energy (spin up / spin down)**: -7.5 / -7.5 eV

Last column: Löwdin charge in e.
Cartesian coordinates (Å):
H: -1.60714 -1.24626 -1.95773  0.071
O: -1.78350 1.80380 0.22307  -0.096
H: 0.65776 -1.29182 -1.34780  0.099
C: 1.76274 -0.51510 1.70824  -0.176
N: 1.65895 0.35068 0.56393  0.030
H: 0.99742 -0.27874 2.44577  0.065
N: -0.70481 0.90904 0.36978  -0.016
H: 2.43863 0.18687 -0.06982  0.066
C: -0.56915 0.12601 -0.67209  -0.505
N: 0.63821 -0.41030 -0.83353  0.083
H: -1.85566 2.19884 1.10045  0.080
H: -2.66482 -0.09759 -1.09537  0.075
H: 1.66920 -1.58261 1.46305  0.076
H: 2.75952 -0.38438 2.14922  0.084
C: -1.70712 -0.22377 -1.59652  -0.021
H: -1.69024 0.45533 -2.45064  0.084

Entry 4:
Density functional theory data (ωB97M-V/def2-TZVPD) for a single C3H9N3O molecule.

Output
**Total charge**: 0
**Gap between HOMO and LUMO**: 8.99 eV
**Largest force on an atom**: 0.0570 Eh/bohr
**Structure (SMILES)**: NCC[C@@H](N)N=O
**Highest occupied orbital energy**: -9.2 eV

Last column: Löwdin charge in e.
Cartesian coordinates (Å):
C: -0.69967 -0.21392 -0.78264  -0.437
H: -0.59094 -1.03903 1.22748  0.118
H: 1.94218 -0.27801 1.41895  0.110
H: -1.12407 0.77040 -0.55201  0.133
H: 0.62891 -1.65197 0.13932  0.112
O: -2.93143 -0.57429 -1.07507  -0.013
C: 1.10927 0.27313 0.96884  -0.296
H: 1.53095 0.90068 0.17683  0.102
H: -0.40587 0.20700 -2.74167  0.077
H: 1.24959 1.72777 2.38948  0.067
H: -0.17976 1.73954 1.60938  0.062
C: 0.09373 -0.73470 0.42302  -0.167
N: 0.52482 1.12032 2.00606  -0.021
H: 0.51686 -1.01071 -2.20141  0.079
N: 0.17407 -0.08257 -1.95374  0.068
N: -1.83862 -1.15363 -1.05281  0.008

Entry 5:
Density functional theory data (ωB97M-V/def2-TZVPD) for a single C3H9N3O molecule.

Output
**Total charge**: 0
**Gap between HOMO and LUMO**: 8.75 eV
**Largest force on an atom**: 0.0311 Eh/bohr
**Structure (SMILES)**: CN/C(=N/N)OC
**Highest occupied orbital energy**: -7.7 eV

Last column: Löwdin charge in e.
Cartesian coordinates (Å):
N: -0.14699 1.20626 0.14528  0.039
H: -1.46568 2.67898 -0.10432  0.055
H: 3.37060 -0.41027 -0.08236  0.073
H: -1.91103 1.40335 -1.03277  0.098
H: 1.29102 -1.53690 -0.54041  0.145
C: 0.06982 0.03284 -0.24345  -0.539
N: 1.30742 -0.53882 -0.33692  -0.004
N: -1.46163 1.67792 -0.13050  -0.025
H: 2.62359 1.16476 -0.41130  0.104
C: 2.47331 0.16066 0.09803  -0.113
H: 2.41174 0.34215 1.14603  0.065
H: -2.34422 -0.38610 0.69903  0.078
H: -1.19572 -1.71959 1.19704  0.095
C: -1.75767 -1.25984 0.37677  -0.046
O: -0.88333 -0.82593 -0.70640  -0.096
H: -2.38122 -1.98948 -0.07376  0.072

Entry 6:
Density functional theory data (ωB97M-V/def2-TZVPD) for a single C3H9N3O molecule.

Output
**Total charge**: 0
**Gap between HOMO and LUMO**: 9.94 eV
**Largest force on an atom**: 0.1086 Eh/bohr
**Structure (SMILES)**: NCCN1O[C@@H]1N
**Highest occupied orbital energy**: -8.8 eV

Last column: Löwdin charge in e.
Cartesian coordinates (Å):
H: 1.73042 1.43908 0.40503  0.029
C: -0.43758 -1.16430 -1.35223  -0.364
N: -1.48392 -0.09702 -0.71074  0.002
C: -0.00861 0.68122 1.06309  -0.267
H: -0.17879 1.54910 -0.90309  0.128
H: 2.02023 0.10299 1.30700  0.084
C: -0.84363 1.05142 -0.19284  -0.231
N: 1.36947 0.62272 0.72546  0.009
H: -0.17070 -3.08064 -1.87655  0.087
H: 0.55489 -0.96240 -1.14675  0.106
H: -0.40624 -0.26815 1.29955  0.104
N: -0.78963 -2.47273 -1.37352  0.103
H: -1.70783 -2.55748 -1.75578  0.087
H: -0.21920 1.43404 1.76679  0.086
O: -1.17331 -0.26662 -2.19678  -0.071
H: -1.70302 1.51236 0.27492  0.108

Entry 7:
Density functional theory data (ωB97M-V/def2-TZVPD) for a molecular structure, C3H9N3O2.

Output
**Total charge**: 0
**Gap between HOMO and LUMO**: 10.24 eV
**Largest force on an atom**: 0.0549 Eh/bohr
**Highest occupied orbital energy**: -9.6 eV

Last column: Löwdin charge in e.
Cartesian coordinates (Å):
H: 0.84766 -0.64108 2.77556  0.075
H: -0.32195 -1.51100 0.89511  0.115
O: 1.47605 1.08657 0.44672  0.098
H: -0.69650 -0.64337 -1.29931  0.188
H: -0.55360 1.68914 -2.35500  0.082
O: -2.12636 -0.84811 -0.59598  -0.178
C: -1.89883 0.38411 -0.31183  -0.226
C: 0.71602 -1.17899 0.81607  -0.198
N: 0.27655 1.23868 -1.98008  0.071
H: -1.78216 0.71619 0.73331  0.107
N: -0.12803 0.30971 -0.98847  -0.103
H: 1.20561 -1.89825 0.14890  0.132
H: -2.28531 1.17688 -0.97540  0.098
C: 0.77349 0.16740 0.10761  -0.428
N: 1.35969 -1.20841 2.11006  0.013
H: 2.29495 -0.82059 2.04778  0.073
H: 0.84272 1.98113 -1.57507  0.084

Entry 8:
Density functional theory data (ωB97M-V/def2-TZVPD) for a single C3H9N3O2S molecule.

Output
**Total charge**: 0
**Gap between HOMO and LUMO**: 10.06 eV
**Largest force on an atom**: 0.0793 Eh/bohr
**Highest occupied orbital energy**: -9.2 eV

Last column: Löwdin charge in e.
Cartesian coordinates (Å):
N: -0.00655 -0.43510 0.95412  0.012
H: -0.89581 1.01851 -0.30042  0.038
C: 0.93081 -0.21707 -1.42253  -0.239
O: -0.89240 2.01459 -0.45944  -0.331
H: 1.48589 -1.62210 0.14321  0.102
C: 0.59091 -1.11927 -0.18470  -0.208
H: -0.49884 0.21047 -2.96540  0.098
O: -1.64298 2.08862 -2.89418  -0.456
H: 1.71875 0.46886 -1.15968  0.107
N: -0.23299 0.42633 -1.99148  -0.240
S: -0.50306 2.10547 -2.00637  0.831
H: 0.46891 -1.72430 2.52186  0.122
N: -0.62570 -0.15040 3.10018  0.091
H: -0.10161 -1.86347 -0.48474  0.099
H: 1.54557 -0.83966 -1.99923  0.090
H: -0.28496 -0.21599 4.08570  0.124
H: -1.01975 0.71637 2.91306  0.073
C: -0.03619 -0.86187 2.15004  -0.312

Entry 9:
Density functional theory data (ωB97M-V/def2-TZVPD) for a single C3H9N3OS molecule.

Output
**Total charge**: 0
**Gap between HOMO and LUMO**: 9.70 eV
**Largest force on an atom**: 0.0861 Eh/bohr
**Structure (SMILES)**: CN1C[N@H+]([O-])N[C@@H]1S
**Highest occupied orbital energy**: -8.9 eV

Last column: Löwdin charge in e.
Cartesian coordinates (Å):
O: 2.33559 -0.94469 0.64982  -0.214
N: -0.87155 -0.06253 -0.44112  -0.222
H: 2.15833 0.27168 -1.23146  0.143
C: 0.19039 0.68542 -0.94476  -0.672
S: 0.79205 1.94887 0.31251  0.707
H: 1.52504 0.96456 1.00532  -0.104
H: -2.50289 1.18636 -0.50853  0.096
H: -0.08449 1.28229 -1.80153  0.105
N: 1.25791 -1.19870 -0.02417  -0.243
H: -0.87334 -1.77665 0.63623  0.104
H: -2.54586 -0.21482 0.43192  0.039
H: -1.69727 1.03032 1.23093  0.104
H: 1.33747 -2.09926 -0.49360  0.158
C: -1.97972 0.58271 0.20641  -0.112
C: -0.28658 -0.91341 0.63603  -0.010
N: 1.22623 -0.27671 -1.23836  0.016
H: 0.01866 -0.46545 1.57435  0.106

Entry 10:
Density functional theory data (ωB97M-V/def2-TZVPD) for a single C3H9N3S molecule.

Output
**Total charge**: 0
**Gap between HOMO and LUMO**: 8.48 eV
**Largest force on an atom**: 0.1077 Eh/bohr
**Structure (SMILES)**: CN(C)/N=C\NS
**Highest occupied orbital energy**: -8.1 eV

Last column: Löwdin charge in e.
Cartesian coordinates (Å):
C: -1.97200 0.78805 -0.00762  -0.176
H: -1.50419 -1.60911 -0.24695  0.085
S: 3.01659 -0.22038 1.66740  0.652
H: 3.55573 -1.75783 1.53372  -0.022
H: 2.37166 1.42160 -0.37083  0.089
H: -1.85667 1.63690 0.57339  0.048
H: -2.48144 1.29004 -0.95112  0.114
N: -0.71874 0.27843 -0.10308  -0.365
H: 0.16160 -1.57706 -0.84406  0.046
N: 0.27811 1.21525 -0.58661  0.071
H: -1.11179 -0.90174 -1.81903  0.110
C: -0.71410 -1.02615 -0.74242  -0.098
H: 0.64789 -0.35047 1.12951  0.157
H: -2.82501 0.09868 0.31840  0.112
C: 1.49062 0.86360 -0.19454  -0.332
N: 1.66174 -0.14981 0.64384  -0.490

Entry 11:
Density functional theory data (ωB97M-V/def2-TZVPD) for a single C3H9N3S molecule.

Output
**Total charge**: 0
**Gap between HOMO and LUMO**: 8.90 eV
**Largest force on an atom**: 0.0415 Eh/bohr
**Structure (SMILES)**: CN/N=C\NSC
**Highest occupied orbital energy**: -8.1 eV

Last column: Löwdin charge in e.
Cartesian coordinates (Å):
H: 1.31766 -2.94942 -0.36865  0.079
C: -1.08742 0.35245 1.06119  -0.289
H: -1.40126 1.02091 1.84645  0.100
H: 1.02601 -2.92298 1.40659  0.069
H: 2.09640 -1.76525 0.77755  0.069
C: 1.17866 -2.31492 0.51169  -0.119
S: -0.98039 0.99880 -1.64300  0.809
H: 1.12172 1.38912 -0.65860  0.041
H: 0.87670 2.51597 -2.02949  0.054
C: 0.36065 2.02841 -1.17553  -0.442
N: -0.14913 -0.49340 1.27358  0.008
H: 0.02813 2.78346 -0.51083  0.019
H: -2.58567 1.21743 -0.00387  0.062
N: 0.04530 -1.44326 0.29394  -0.140
H: -0.06284 -1.03224 -0.61360  0.032
N: -1.78452 0.61492 -0.16743  -0.353

Entry 12:
Density functional theory data (ωB97M-V/def2-TZVPD) for a molecular structure, C3H9N4.

Output
**Total charge**: +1
**Gap between HOMO and LUMO**: 11.37 eV
**Largest force on an atom**: 0.0723 Eh/bohr
**Highest occupied orbital energy**: -14.7 eV

Last column: Löwdin charge in e.
Cartesian coordinates (Å):
H: -2.52826 -0.86497 -0.40552  0.121
N: 0.64525 1.39991 -1.62017  0.126
H: -0.06889 2.00616 -1.98983  0.106
N: -0.62406 -0.66185 0.43362  -0.224
H: 1.43619 2.02698 -1.50566  0.105
H: 2.24897 -0.30961 1.68689  0.134
N: 0.53901 -0.09754 0.32973  0.075
H: -1.95005 0.77684 -0.26700  0.103
N: -0.77972 -1.35489 1.50156  0.158
H: 1.03242 0.70998 -2.27519  0.123
C: 0.43398 -1.40398 2.09654  -0.066
C: 1.26290 -0.63875 1.35501  -0.038
C: -1.64239 -0.23509 -0.44193  0.016
H: 0.57731 -1.97436 3.01216  0.131
H: -1.31335 -0.16760 -1.42490  0.064
H: 0.73069 0.78879 -0.48530  0.067

Entry 13:
Density functional theory data (ωB97M-V/def2-TZVPD) for a gas-phase ion, C3H9N4 (charge +1).

Output
**Total charge**: +1
**Gap between HOMO and LUMO**: 10.60 eV
**Largest force on an atom**: 0.1290 Eh/bohr
**Structure (SMILES)**: [H]/N=C1/CN[NH2+]N1C
**Highest occupied orbital energy**: -14.2 eV

Last column: Löwdin charge in e.
Cartesian coordinates (Å):
H: 1.38885 -0.44707 -1.82031  0.059
N: -1.08968 -1.87724 -1.06022  0.193
H: 2.10440 0.74895 -0.98463  0.083
N: 0.01458 1.09688 0.70871  0.056
C: 1.57651 -0.14891 -0.88839  0.045
H: 0.79430 0.69315 1.38841  0.244
H: -0.54002 -2.16720 -1.87305  0.086
H: 1.94516 -0.76487 -0.13922  0.086
H: -2.55364 -0.88288 0.88732  0.133
N: 0.19011 0.26517 -0.45897  -0.095
C: -1.52716 -0.52795 0.93442  -0.086
C: -0.85783 -0.81102 -0.44909  -0.332
N: -1.29673 0.88318 1.23975  0.044
H: -1.79950 1.61796 0.76926  0.145
H: -0.91713 -1.21040 1.67015  0.170
H: 0.31538 1.98292 0.45664  0.167

Entry 14:
Density functional theory data (ωB97M-V/def2-TZVPD) for a gas-phase ion, C3H9N4 (charge +1).

Output
**Total charge**: +1
**Gap between HOMO and LUMO**: 9.61 eV
**Largest force on an atom**: 0.1175 Eh/bohr
**Structure (SMILES)**: N[C@H]1[NH2+]C=CN1N
**Highest occupied orbital energy**: -12.8 eV

Last column: Löwdin charge in e.
Cartesian coordinates (Å):
N: -1.53709 -0.17041 0.12401  0.114
H: -0.48740 0.97530 1.54485  0.177
H: -2.14618 -0.21962 0.93990  0.176
H: 1.16156 -2.14109 -0.46236  0.150
N: -0.36513 1.97417 -0.28418  0.114
H: -2.03465 0.05862 -0.76142  0.191
C: 0.38951 -1.47758 -0.11095  -0.159
C: -0.47757 0.77265 0.43341  -0.230
H: -1.46364 -2.52551 -0.04170  0.076
N: 2.04834 0.15761 -0.12466  0.079
H: 2.33103 -0.07764 -1.03531  0.078
C: -0.95396 -1.64023 -0.12051  0.032
H: -0.29429 2.85310 0.21881  0.114
H: 2.79806 -0.10703 0.47787  0.097
H: 0.18882 1.93278 -1.12054  0.095
N: 0.84259 -0.36513 0.32279  -0.104

Entry 15:
Density functional theory data (ωB97M-V/def2-TZVPD) for 2 unconnected molecules or ions with the total composition C3H9N4.

Output
**Total charge**: +1
**Gap between HOMO and LUMO (spin up / spin down)**: 7.54 / 8.25 eV
**Largest force on an atom**: 0.1307 Eh/bohr
**2S+1**: 3
**Highest occupied orbital energy (spin up / spin down)**: -10.6 / -14.6 eV

Last column: Löwdin spin population.
Cartesian coordinates (Å):
C: 0.78023 1.31965 1.75545  0.003
N: -0.48825 -1.85750 -1.67372  0.688
C: -1.16635 0.90303 0.41039  0.003
H: 1.80047 1.00753 1.88627  0.002
H: 2.65493 -1.43680 -1.64517  0.086
H: -1.54498 1.64102 1.04765  0.001
H: 0.59164 2.34645 1.73042  0.000
H: -1.31927 -0.46163 -1.18165  0.003
N: 0.74726 -1.67449 -1.63363  0.461
H: -0.76397 -2.82708 -1.55194  0.023
N: 0.10358 0.64879 0.65573  0.013
H: 0.73218 0.06166 0.13222  0.026
H: -2.68808 0.62467 -0.89439  0.000
C: 1.80391 -1.49931 -1.19496  0.685
H: 0.53982 0.90950 2.69667  0.000
N: -1.78313 0.29450 -0.53934  0.007

Entry 16:
Density functional theory data (ωB97M-V/def2-TZVPD) for a gas-phase ion, C3H9N4O2 (charge +1).

Output
**Total charge**: +1
**Gap between HOMO and LUMO**: 10.45 eV
**Largest force on an atom**: 0.0940 Eh/bohr
**Structure (SMILES)**: [H]/N=C(\N)O/[N+](O)=C\NC
**Highest occupied orbital energy**: -13.8 eV

Last column: Löwdin charge in e.
Cartesian coordinates (Å):
O: 0.96019 0.77061 -0.97428  0.073
H: 0.02547 0.96676 -3.20059  0.137
N: 1.33091 -0.75422 0.85133  0.140
N: -0.37690 0.61692 -1.23907  -0.079
O: -0.63196 0.57954 -2.61843  0.104
H: 3.20564 0.17050 -1.49021  0.120
H: 2.03804 -1.37197 1.26895  0.100
C: -1.27746 0.15508 -0.39794  -0.039
C: -2.35886 -0.16452 1.72172  0.038
H: -0.30052 0.31533 1.17409  0.115
N: 3.02150 -0.13840 -0.55574  0.189
H: -2.64277 0.68056 2.13767  0.064
H: -3.09420 -0.47419 1.09677  0.075
H: 3.71520 -0.28648 0.11652  0.109
H: -1.99419 -1.00206 2.29527  0.124
N: -1.24567 0.14857 0.87446  0.053
H: -2.10936 -0.09845 -0.89126  0.144
C: 1.73497 -0.11358 -0.16927  -0.468

Calculated relative energy (zero: lowest compared OMol25 entry of this formula, charge and spin) (eV), listed in the same order as above: 4.191; 3.691; 5.846; 3.231; 2.434; 4.431; 4.584; 0.088; 4.857; 3.979; 2.113; 2.199; 4.832; 3.827; 2.883; 3.285